# 1
This record from the Open Molecules 2025 dataset describes a 2-piece molecular cluster, C2H4ClFO2 overall in a non-equilibrium geometry. The level of theory is the ωB97M-V functional and the def2-TZVPD basis.

```
! wB97M-V def2-TZVPD RIJCOSX def2/J DEFGRID3
* xyz 0 3
C -0.788 -0.176 1.230
C 0.164 0.104 -0.902
O 1.186 -0.537 -0.393
O -0.917 0.217 -0.103
F 0.820 1.878 -0.922
Cl -0.039 -0.020 -2.603
H -0.091 -1.027 1.189
H -1.806 -0.299 1.670
H -0.396 0.594 1.868
H 1.866 -0.733 -1.034
*
```

Summary:
- Max |F|: 4.4 eV/A
- ⟨S²⟩: 2.006
- LUMO (alpha / beta): 0.68 / -4.18 eV
- Energy above the lowest of the compared OMol25 structures with the same formula, charge and spin: 2.495 eV

Which charges does Löwdin predict for the atoms? In e, they are: number 1, C, carries -0.065; number 2, C, carries -1.013; number 3, O, carries 0.015; number 4, O, carries -0.092; number 5, F, carries -0.014; number 6, Cl, carries 0.761; number 7, H, carries 0.100; number 8, H, carries 0.112; number 9, H, carries 0.087; number 10, H, carries 0.108



# 2
This record from the Open Molecules 2025 dataset describes one molecule with the formula C2H4ClIO2S in a non-equilibrium geometry. The level of theory is the ωB97M-V functional and the def2-TZVPD basis.

```
! wB97M-V def2-TZVPD RIJCOSX def2/J DEFGRID3
* xyz 0 1
C 0.424 -0.403 0.400
C 0.506 1.091 0.639
O -0.850 0.401 -1.802
O -2.175 -0.570 -0.032
S -1.008 -0.504 -0.786
Cl 2.191 1.497 1.067
I -0.558 -2.669 -1.744
H 1.442 -0.872 -0.029
H 0.096 -1.118 1.215
H -0.185 1.569 1.306
H 0.116 1.577 -0.234
*
```

Summary:
- Max |F|: 5.4 eV/A
- Structure (SMILES): O=S(=O)(I)CCCl
- LUMO: -0.65 eV
- Energy above the lowest of the compared OMol25 structures with the same formula, charge and spin: 0.330 eV

Which charges does Löwdin predict for the atoms? In e, they are: number 1, C, carries -0.368; number 2, C, carries -0.647; number 3, O, carries -0.347; number 4, O, carries -0.333; number 5, S, carries 0.141; number 6, Cl, carries 0.580; number 7, I, carries 0.614; number 8, H, carries 0.123; number 9, H, carries 0.109; number 10, H, carries 0.080; number 11, H, carries 0.050



# 3
This record from the Open Molecules 2025 dataset describes one molecule with the formula C2H4ClIOS in a non-equilibrium geometry. The level of theory is the ωB97M-V functional and the def2-TZVPD basis.

```
! wB97M-V def2-TZVPD RIJCOSX def2/J DEFGRID3
* xyz 0 1
C -0.270 -0.246 -0.349
C 0.548 0.902 0.281
O 1.903 0.994 -0.109
S 0.079 2.449 -0.639
Cl 1.236 3.772 0.310
I 3.286 -0.388 -0.034
H -0.715 0.051 -1.258
H -0.866 -0.571 0.479
H 0.248 -1.152 -0.572
H 0.589 0.871 1.323
*
```

Summary:
- Max |F|: 3.5 eV/A
- Structure (SMILES): C[C@@H](OI)SCl
- LUMO: -0.61 eV
- Energy above the lowest of the compared OMol25 structures with the same formula, charge and spin: 0.287 eV

Which charges does Löwdin predict for the atoms? In e, they are: number 1, C, carries -0.105; number 2, C, carries -0.753; number 3, O, carries -0.983; number 4, S, carries 0.504; number 5, Cl, carries 0.156; number 6, I, carries 0.919; number 7, H, carries 0.049; number 8, H, carries 0.077; number 9, H, carries 0.048; number 10, H, carries 0.087



# 4
This record from the Open Molecules 2025 dataset describes a 2-piece molecular cluster, C2H4ClN overall in a non-equilibrium geometry. The level of theory is the ωB97M-V functional and the def2-TZVPD basis.

```
! wB97M-V def2-TZVPD RIJCOSX def2/J DEFGRID3
* xyz 0 1
C 0.006 -0.885 -1.187
C -0.178 1.251 2.325
N -0.712 -1.515 -1.979
Cl 0.850 2.379 1.814
H -0.102 -1.106 -0.099
H 0.824 -0.108 -1.292
H -0.158 1.388 3.423
H -0.530 -1.404 -3.006
*
```

Summary:
- Max |F|: 3.0 eV/A
- LUMO: -0.89 eV
- Energy above the lowest of the compared OMol25 structures with the same formula, charge and spin: 4.604 eV

Which charges does Löwdin predict for the atoms? In e, they are: number 1, C, carries -0.197; number 2, C, carries -0.505; number 3, N, carries 0.003; number 4, Cl, carries 0.594; number 5, H, carries 0.051; number 6, H, carries 0.072; number 7, H, carries -0.078; number 8, H, carries 0.058



# 5
This record from the Open Molecules 2025 dataset describes a 2-piece molecular cluster, C2H4ClN overall in a non-equilibrium geometry. The level of theory is the ωB97M-V functional and the def2-TZVPD basis.

```
! wB97M-V def2-TZVPD RIJCOSX def2/J DEFGRID3
* xyz 0 1
C -0.517 -0.185 -0.941
C 0.463 -0.231 1.242
N -0.399 0.895 -1.451
Cl 1.304 1.281 1.509
H -0.770 -1.213 -0.682
H -0.364 -0.588 1.829
H 1.030 -1.061 0.867
H -0.747 1.101 -2.374
*
```

Summary:
- Max |F|: 5.0 eV/A
- LUMO (alpha / beta): 0.84 / 0.84 eV
- Energy above the lowest of the compared OMol25 structures with the same formula, charge and spin: 4.013 eV

Which charges does Löwdin predict for the atoms? In e, they are: number 1, C, carries -0.065; number 2, C, carries -0.590; number 3, N, carries 0.080; number 4, Cl, carries 0.466; number 5, H, carries 0.073; number 6, H, carries -0.007; number 7, H, carries -0.022; number 8, H, carries 0.066



# 6
This record from the Open Molecules 2025 dataset describes one molecule with the formula C2H4ClN in a non-equilibrium geometry. The level of theory is the ωB97M-V functional and the def2-TZVPD basis.

```
! wB97M-V def2-TZVPD RIJCOSX def2/J DEFGRID3
* xyz 0 1
C -0.640 -0.320 0.014
C 0.898 0.482 0.229
N -0.622 -1.200 -0.887
Cl 0.999 1.209 1.788
H -1.522 0.127 0.434
H 1.731 -0.190 -0.106
H 0.685 1.389 -0.267
H -1.528 -1.498 -1.205
*
```

Summary:
- Max |F|: 4.3 eV/A
- Structure (SMILES): [H]/N=C/CCl
- LUMO: 1.07 eV
- Energy above the lowest of the compared OMol25 structures with the same formula, charge and spin: 1.269 eV

Which charges does Löwdin predict for the atoms? In e, they are: number 1, C, carries -0.214; number 2, C, carries -0.591; number 3, N, carries 0.056; number 4, Cl, carries 0.537; number 5, H, carries 0.083; number 6, H, carries 0.085; number 7, H, carries 0.006; number 8, H, carries 0.038



# 7
This record from the Open Molecules 2025 dataset describes a 2-piece molecular cluster, C2H4ClN2O2 overall in a non-equilibrium geometry. The level of theory is the ωB97M-V functional and the def2-TZVPD basis.

```
! wB97M-V def2-TZVPD RIJCOSX def2/J DEFGRID3
* xyz -1 1
C -0.128 -0.802 0.831
C 1.705 0.545 -0.682
N -1.210 -0.079 0.987
N -2.092 0.119 -0.010
O -1.964 -0.326 -1.185
O -3.100 0.722 0.340
Cl 3.200 0.340 0.254
H 0.039 -1.309 -0.190
H 0.393 -0.869 1.673
H 1.375 1.418 -0.340
H 1.783 0.242 -1.680
*
```

Summary:
- Max |F|: 7.1 eV/A
- LUMO (alpha / beta): 3.53 / 3.66 eV
- Energy above the lowest of the compared OMol25 structures with the same formula, charge and spin: 2.662 eV

Which charges does Löwdin predict for the atoms? In e, they are: number 1, C, carries -0.071; number 2, C, carries -0.537; number 3, N, carries -0.019; number 4, N, carries -0.508; number 5, O, carries -0.069; number 6, O, carries -0.055; number 7, Cl, carries 0.324; number 8, H, carries 0.075; number 9, H, carries 0.000; number 10, H, carries -0.095; number 11, H, carries -0.045



# 8
This record from the Open Molecules 2025 dataset describes one molecule with the formula C2H4ClN3O2 in a non-equilibrium geometry. The level of theory is the ωB97M-V functional and the def2-TZVPD basis.

```
! wB97M-V def2-TZVPD RIJCOSX def2/J DEFGRID3
* xyz 0 1
C -0.388 -0.295 -0.582
C 0.986 -0.424 0.466
N -1.130 -0.296 0.715
N 0.087 -0.070 1.525
N -0.217 0.941 -1.405
O 0.282 0.786 -2.482
O -0.584 1.945 -0.854
Cl 1.923 -1.860 0.568
H -0.809 -1.055 -1.138
H 1.588 0.484 0.214
H -1.803 0.531 0.630
H 0.064 -0.687 2.345
*
```

Summary:
- Max |F|: 4.6 eV/A
- Structure (SMILES): O=[N+]([O-])[C@@H]1NN[C@H]1Cl
- LUMO: -0.02 eV
- Energy above the lowest of the compared OMol25 structures with the same formula, charge and spin: 4.434 eV

Which charges does Löwdin predict for the atoms? In e, they are: number 1, C, carries -0.147; number 2, C, carries -0.698; number 3, N, carries -0.007; number 4, N, carries -0.066; number 5, N, carries -0.412; number 6, O, carries 0.109; number 7, O, carries 0.093; number 8, Cl, carries 0.667; number 9, H, carries 0.113; number 10, H, carries 0.107; number 11, H, carries 0.134; number 12, H, carries 0.109



# 9
This record from the Open Molecules 2025 dataset describes a 2-piece molecular cluster, C2H4ClNO4 overall in a non-equilibrium geometry. The level of theory is the ωB97M-V functional and the def2-TZVPD basis.

```
! wB97M-V def2-TZVPD RIJCOSX def2/J DEFGRID3
* xyz 0 1
C 0.492 0.692 0.452
C 1.443 -0.036 -0.444
N -1.458 -0.886 0.313
O 0.384 1.492 1.273
O 2.292 0.881 -1.017
O -1.536 -0.832 -1.121
O -2.446 -0.085 0.922
Cl 2.377 -1.100 0.758
H 0.961 -0.761 -1.188
H 2.614 1.559 -0.337
H -2.311 -0.357 -1.361
H -2.812 -0.566 1.749
*
```

Summary:
- Max |F|: 4.0 eV/A
- LUMO (alpha / beta): 0.25 / -0.05 eV
- Energy above the lowest of the compared OMol25 structures with the same formula, charge and spin: 2.497 eV

Which charges does Löwdin predict for the atoms? In e, they are: number 1, C, carries -0.240; number 2, C, carries -0.685; number 3, N, carries -0.059; number 4, O, carries 0.158; number 5, O, carries -0.060; number 6, O, carries -0.077; number 7, O, carries -0.106; number 8, Cl, carries 0.587; number 9, H, carries 0.130; number 10, H, carries 0.149; number 11, H, carries 0.060; number 12, H, carries 0.144



# 10
This record from the Open Molecules 2025 dataset describes a 2-piece molecular cluster, C2H4ClNOS overall in a non-equilibrium geometry. The level of theory is the ωB97M-V functional and the def2-TZVPD basis.

```
! wB97M-V def2-TZVPD RIJCOSX def2/J DEFGRID3
* xyz 0 1
C -0.158 -1.208 -0.223
C 0.505 0.343 -2.065
N 0.025 -0.227 -0.864
O -0.413 -2.031 0.554
S -0.127 0.957 3.649
Cl -1.609 -0.417 3.753
H -0.101 1.069 2.315
H 0.897 -0.415 -2.746
H -0.314 0.875 -2.551
H 1.296 1.054 -1.823
*
```

Summary:
- Max |F|: 1.2 eV/A
- Structure (SMILES): CN=C=O.SCl
- LUMO: 0.07 eV
- Energy above the lowest of the compared OMol25 structures with the same formula, charge and spin: 0.522 eV

Which charges does Löwdin predict for the atoms? In e, they are: number 1, C, carries -0.355; number 2, C, carries -0.103; number 3, N, carries 0.061; number 4, O, carries 0.138; number 5, S, carries 0.227; number 6, Cl, carries 0.005; number 7, H, carries -0.222; number 8, H, carries 0.086; number 9, H, carries 0.081; number 10, H, carries 0.081



Q: What is the max |F| in the third record?
A: 3.5 eV/A



Q: Which of these has the lowest max |F|?
A: C2H4ClNOS



Q: Which formula does entry 1 have?
A: C2H4ClFO2